Entry from OMol25: a cluster of 2 separate species, C27H30Br2NO2 in total (the ωB97M-V functional and the def2-TZVPD basis).

Each line ends with the Löwdin charge.
CARTESIAN COORDINATES (ANGSTROEM)
H (-0.931, -0.182, 4.233)  0.118
H (-3.174, -0.256, -2.258)  0.137
H (-1.795, 2.463, -2.421)  0.101
H (3.311, 0.954, -5.061)  0.113
H (3.539, -4.962, 1.517)  0.109
H (1.174, -4.351, 3.248)  0.104
H (0.079, -2.390, 4.370)  0.120
C (2.929, 2.639, -3.822)  -0.657
C (-5.583, 3.498, -3.112)  -0.096
C (-0.850, 0.061, 1.456)  -0.196
C (-5.571, 0.912, -2.120)  0.011
H (-7.710, 1.071, -2.166)  0.114
C (-0.705, 0.715, -2.815)  0.070
C (0.371, -0.797, 1.511)  -0.031
H (2.310, 4.217, -2.548)  0.112
C (-4.384, 2.873, -2.855)  0.011
H (4.193, 1.604, 1.914)  0.098
C (-3.111, 0.818, -2.314)  0.073
C (1.756, -4.041, 2.376)  -0.152
H (-1.199, 0.125, 0.417)  0.085
C (0.573, -1.793, 2.386)  -0.234
C (-6.766, 1.554, -2.369)  -0.094
H (3.336, -5.279, 3.237)  0.109
O (3.228, -0.573, 1.048)  0.088
H (4.634, -3.369, 3.708)  0.119
H (1.157, -0.614, 0.798)  0.087
C (-1.860, 1.392, -2.471)  -0.064
H (4.787, -3.053, 1.989)  0.119
C (4.058, -3.255, 2.782)  -0.101
C (-0.443, -2.133, 3.441)  -0.144
H (0.189, 3.116, -1.927)  0.118
H (-2.530, -1.243, 1.846)  0.110
H (-0.577, 1.085, 1.743)  0.112
C (1.456, 0.764, -4.005)  0.010
H (-2.263, -1.315, 4.344)  0.112
C (3.609, -0.852, 2.163)  -0.429
C (3.214, -4.511, 2.463)  -0.139
H (-0.772, -0.338, -3.018)  0.135
C (2.625, 1.403, -4.359)  -0.097
H (1.211, -0.188, -4.444)  0.125
H (5.367, 0.519, 1.127)  0.098
C (5.015, 0.906, 2.086)  -0.084
H (-3.469, 3.394, -3.067)  0.114
H (-5.573, -0.090, -1.725)  0.126
Br (4.565, 3.469, -4.272)  0.824
C (3.074, -2.072, 2.878)  -0.182
C (-1.982, -0.447, 2.365)  -0.205
C (-1.439, -0.991, 3.693)  -0.190
H (2.890, -1.803, 3.925)  0.154
Br (-8.402, 3.639, -3.411)  0.831
O (4.559, -0.159, 2.854)  -0.016
N (1.777, -2.559, 2.323)  -0.071
H (-5.615, 4.504, -3.497)  0.113
C (-4.343, 1.546, -2.388)  -0.199
C (2.048, 3.253, -2.954)  -0.094
H (5.832, 1.406, 2.612)  0.101
C (0.542, 1.362, -3.116)  -0.199
H (-2.715, 0.348, 2.545)  0.105
H (1.252, -4.424, 1.484)  0.116
C (-6.772, 2.830, -2.900)  -0.655
H (-0.984, -3.038, 3.144)  0.119
C (0.864, 2.636, -2.612)  0.006

LUMO (eV): -5.8
Relative energy (zero: lowest compared OMol25 entry of this formula, charge and spin) (kcal/mol): 0.55
HOMO-LUMO gap (eV): 3.70
Net charge: +1
E (Eh): -6399.81448



Entry from OMol25: a structure of composition C27H30BrCl2N6O6SV (the ωB97M-V functional and the def2-TZVPD basis).

Each line ends with the Löwdin charge.
CARTESIAN COORDINATES (ANGSTROEM)
H (-5.091, -3.110, -3.238)  0.098
H (3.018, 2.008, 5.455)  0.112
H (-3.195, 2.337, 0.643)  0.116
H (-1.148, -0.228, -3.261)  0.074
H (-3.061, -2.197, 1.914)  0.109
H (-4.302, 1.091, 2.136)  0.103
C (1.323, 0.951, 4.679)  -0.055
Cl (1.382, 1.601, -4.152)  0.573
N (-1.154, -1.477, 1.567)  0.019
C (5.120, 2.066, 1.946)  -0.091
C (1.076, -1.632, -1.692)  -0.336
C (0.589, -2.726, -2.419)  -0.040
H (0.557, -1.381, -6.225)  0.116
H (-3.867, -0.116, 0.959)  0.104
C (0.766, 0.373, 3.538)  -0.130
N (-2.874, -0.766, -2.313)  0.080
H (-0.296, -1.277, 2.067)  0.030
C (2.562, 1.533, 4.594)  -0.014
O (-1.485, -2.757, -6.408)  0.035
C (3.256, 0.852, 0.992)  -0.227
H (-0.413, -3.067, -2.183)  0.112
O (-0.621, 3.930, -0.405)  -0.338
C (2.574, -2.821, -3.731)  -0.718
H (0.687, 3.460, -2.909)  -0.001
V (0.504, 0.575, 0.242)  1.012
C (1.315, -3.332, -3.431)  -0.162
O (0.558, 2.495, 1.185)  -0.400
N (1.372, 0.333, 2.363)  0.041
C (3.090, -0.294, -1.072)  -0.076
C (0.363, 3.019, -3.842)  -0.964
H (-1.517, 1.831, -0.637)  0.050
O (0.269, -1.039, -0.831)  -0.206
N (-1.644, 1.074, 0.036)  -0.033
H (0.900, -4.151, -4.003)  0.096
C (4.509, 1.442, 0.854)  -0.018
C (-1.235, -1.960, -5.516)  -0.503
C (3.253, 1.522, 3.369)  -0.155
C (-4.206, -2.489, -3.291)  -0.058
C (-2.008, -0.889, -3.315)  -0.104
H (-3.678, -0.513, 3.604)  0.103
H (-0.215, -0.076, 3.610)  0.079
H (-2.076, 0.309, -0.483)  0.054
H (-1.940, 2.099, 1.834)  0.111
C (-2.881, -0.310, 2.882)  -0.206
H (0.467, 3.693, -4.683)  0.022
C (-2.289, -1.650, 2.462)  -0.278
C (2.418, -1.206, -1.930)  -0.163
C (-2.544, 1.580, 1.087)  -0.223
H (-4.632, -1.415, -1.473)  0.099
N (2.543, 0.170, 0.055)  -0.034
C (-3.948, -1.547, -2.306)  -0.142
O (0.785, 2.055, -1.059)  -0.473
C (-3.449, 0.536, 1.736)  -0.187
C (-2.182, -1.790, -4.360)  -0.115
H (4.127, -1.450, -3.221)  0.102
S (0.639, 3.263, -0.114)  0.305
H (-0.952, -2.289, 0.998)  0.077
C (4.527, 2.109, 3.187)  -0.064
H (6.082, 2.542, 1.799)  0.098
C (-3.304, -2.607, -4.333)  -0.007
N (-0.145, -1.165, -5.537)  0.195
H (-3.441, -3.316, -5.139)  0.118
H (-2.141, 0.283, 3.424)  0.088
O (1.805, 4.104, -0.193)  -0.305
C (3.124, -1.795, -3.002)  -0.108
H (-2.057, -2.249, 3.353)  0.103
C (2.612, 0.903, 2.271)  -0.145
H (4.137, -0.095, -1.284)  0.109
H (4.996, 1.458, -0.110)  0.098
H (0.763, 0.940, 5.605)  0.099
H (0.148, -0.635, -4.732)  0.022
Br (3.549, -3.558, -5.198)  0.663
Cl (-1.349, 2.596, -3.689)  0.556
H (5.005, 2.606, 4.022)  0.098

⟨S²⟩: 3.817
LUMO (alpha / beta) (eV): 2.4 / 2.2
Relative energy (zero: lowest compared OMol25 entry of this formula, charge and spin) (kcal/mol): 0.15
HOMO-LUMO gap (alpha / beta) (eV): 4.97 / 7.21
Net charge: -1
Spin multiplicity: 4
E (Eh): -6663.70989



Entry from OMol25: a structure of composition C27H30BrF15NO7PS2Ti (the ωB97M-V functional and the def2-TZVPD basis).

Each line ends with the Löwdin charge.
CARTESIAN COORDINATES (ANGSTROEM)
S (-2.005, -0.301, -4.340)  0.501
O (-2.505, 1.019, -4.642)  -0.325
H (1.302, -1.857, -2.245)  0.050
F (2.538, 4.679, -0.914)  0.164
H (-2.927, -2.761, 2.320)  0.075
H (-3.827, -3.934, 0.229)  0.072
H (-0.899, -5.979, 1.433)  0.055
C (2.474, -0.754, 0.784)  -0.612
O (1.743, 2.236, 0.468)  -0.164
C (-0.742, 1.591, 1.849)  -0.253
O (0.173, 1.325, -1.813)  -0.506
F (4.991, 3.440, -0.374)  0.141
C (-2.816, -4.152, -0.133)  -0.117
C (-1.949, -3.149, 2.022)  -0.124
C (4.648, -1.911, 0.325)  0.002
F (0.252, 0.319, -5.607)  0.119
H (-1.669, -0.060, 3.030)  0.072
F (-5.782, 0.055, -0.564)  0.103
C (5.915, -2.871, 2.107)  -0.686
C (2.560, 4.448, 0.408)  -0.538
H (-0.432, -6.397, -0.216)  0.046
H (6.514, -2.944, 0.042)  0.096
H (2.075, -3.427, -2.006)  0.066
H (-1.844, -4.154, 2.444)  0.056
F (3.607, 2.167, -1.438)  0.185
Br (7.448, -3.832, 2.697)  0.682
H (5.126, -2.667, 4.099)  0.096
F (4.669, 1.408, 0.279)  0.153
F (-0.153, -1.807, -5.526)  0.103
C (5.768, -2.610, 0.750)  -0.120
C (-4.515, -0.025, -0.980)  -0.413
F (3.481, 5.283, 0.938)  0.136
C (3.314, 2.807, 2.186)  -0.532
C (-0.097, -3.478, -1.846)  -0.542
H (-0.910, -2.824, -2.179)  0.084
C (1.202, -2.922, -2.437)  -0.134
H (0.537, -4.638, 2.857)  0.064
C (-0.721, -0.597, -5.643)  -0.672
C (-2.657, 2.129, 0.728)  -0.190
P (-0.045, -3.201, -0.002)  1.118
H (-0.796, 3.292, 0.404)  0.085
C (1.298, -4.464, 2.092)  -0.138
H (-0.417, -4.845, -3.477)  0.074
O (-2.905, -1.408, -4.552)  -0.321
C (-0.340, -4.886, -2.386)  -0.126
N (-1.119, -0.439, -3.072)  -0.375
O (2.373, -0.419, -0.430)  -0.068
F (2.502, 3.500, 2.999)  0.164
C (0.734, -4.765, 0.691)  -0.533
H (-2.102, -2.170, 0.145)  0.067
H (1.226, -3.074, -3.519)  0.067
O (-0.991, -0.287, -0.635)  -0.558
C (-1.315, 2.480, 0.891)  -0.196
F (-1.282, -0.539, -6.866)  0.097
H (-3.897, 0.540, 1.694)  0.067
S (-1.198, 0.647, -1.855)  0.772
C (-2.939, 1.033, 1.585)  -0.182
H (1.624, -3.428, 2.185)  0.040
H (0.187, 1.751, 2.376)  0.079
F (3.292, 1.538, 2.593)  0.170
H (2.150, -5.113, 2.320)  0.070
H (4.496, -1.678, -0.722)  0.128
H (1.594, -4.902, 0.023)  0.092
F (4.567, 3.266, 2.392)  0.142
H (-2.591, -5.191, 0.116)  0.054
H (-1.254, -5.341, -2.005)  0.047
H (-3.348, 2.591, 0.034)  0.077
C (3.698, -1.493, 1.255)  -0.119
H (0.498, -5.548, -2.145)  0.066
C (-1.773, 0.712, 2.278)  -0.170
C (-0.051, -6.077, 0.751)  -0.130
F (1.379, 4.808, 0.899)  0.172
C (2.849, 2.932, 0.697)  -0.306
H (-2.838, -4.054, -1.219)  0.065
H (3.112, -1.413, 3.311)  0.127
O (1.551, -0.470, 1.585)  -0.060
C (4.982, -2.454, 3.049)  -0.120
F (-4.353, 0.693, -2.072)  0.121
H (-1.191, -2.505, 2.471)  0.062
F (-4.191, -1.289, -1.190)  0.129
C (3.863, -1.759, 2.612)  -0.015
C (4.042, 2.489, -0.228)  -0.531
C (-1.831, -3.170, 0.496)  -0.545
Ti (0.676, 0.557, 0.026)  1.077
H (0.586, -6.878, 1.145)  0.069

⟨S²⟩: 2.005
LUMO (alpha / beta) (eV): 3.3 / 3.3
Relative energy (zero: lowest compared OMol25 entry of this formula, charge and spin) (kcal/mol): 12.11
HOMO-LUMO gap (alpha / beta) (eV): 5.01 / 5.22
Net charge: -2
Spin multiplicity: 3
E (Eh): -7687.70481



Entry from OMol25: a structure of composition C27H30F5N5O5SSeTeW (the ωB97M-V functional and the def2-TZVPD basis).

Each line ends with the Löwdin charge.
CARTESIAN COORDINATES (ANGSTROEM)
C (2.943, 3.071, -0.829)  -0.135
C (3.609, 3.280, -2.019)  -0.201
F (-3.699, 4.469, 0.536)  -0.552
H (-3.192, 2.246, -0.613)  0.046
H (3.866, -0.188, 0.670)  0.086
H (2.035, -2.481, 3.687)  0.111
H (2.720, -0.303, 2.474)  0.049
H (2.937, -1.850, 1.625)  0.115
C (5.620, 3.008, -1.052)  -0.230
O (-1.727, 1.028, 4.569)  -0.282
H (-2.403, -6.090, 0.626)  0.095
H (0.798, -1.227, 3.685)  0.093
F (-0.044, 4.634, 1.109)  -0.492
H (-0.052, -3.539, 3.095)  0.121
Se (2.811, 2.441, 1.983)  0.563
H (-5.766, -3.575, 0.670)  0.097
H (-1.920, -1.545, -1.699)  0.092
N (-2.387, -0.684, 0.286)  -0.122
H (5.679, 2.566, 1.041)  0.074
C (-4.122, -2.300, 0.695)  -0.028
H (-0.719, -4.641, 1.156)  0.084
C (-1.900, 1.392, -2.096)  -0.207
C (-3.144, 1.337, -1.210)  -0.167
W (-0.509, 0.125, 1.075)  1.825
H (6.704, 2.994, -1.153)  0.079
O (-0.107, 0.478, 2.837)  -0.520
C (0.378, -2.844, 2.363)  -0.219
C (-3.460, 0.123, -0.316)  -0.203
C (-4.679, -3.570, 0.669)  -0.107
O (-2.138, 0.900, 2.041)  -0.505
N (4.940, 3.258, -2.177)  0.003
C (1.151, -0.610, -1.455)  -0.210
H (-4.048, -0.576, -0.920)  0.109
C (-4.078, -4.813, 0.598)  -0.144
N (-0.708, -2.100, 1.730)  -0.042
N (-0.117, -0.724, -1.147)  -0.037
C (1.622, -0.636, -2.805)  -0.012
C (3.651, 2.786, 0.352)  -0.763
S (-1.470, 1.589, 3.277)  0.447
O (-0.718, 2.808, 3.063)  -0.431
F (-3.004, 2.602, 3.266)  -0.413
O (-0.027, 1.587, 0.353)  -0.459
C (4.322, -0.210, -1.361)  -0.073
H (-1.011, 1.579, -1.498)  0.066
H (4.968, -0.136, -3.360)  0.093
H (1.860, 3.121, -0.797)  0.083
N (1.384, -0.715, 0.879)  -0.148
H (-4.111, 0.482, 0.486)  0.123
H (-0.887, 0.469, -3.719)  0.096
H (5.338, 0.009, -1.049)  0.104
H (-4.842, -1.496, 0.739)  0.095
C (2.041, -0.526, -0.281)  -0.218
C (-1.688, -2.761, 1.193)  -0.229
H (-0.670, -1.767, -2.887)  0.108
F (-2.109, 5.536, 2.089)  -0.434
C (5.050, 2.771, 0.182)  -0.174
H (0.844, -0.751, -3.546)  0.075
C (-1.091, -1.038, -2.184)  -0.220
C (-1.690, -4.183, 1.031)  -0.027
C (2.876, -0.497, -3.339)  -0.088
H (-4.021, 1.405, -1.865)  0.113
H (0.904, -3.451, 1.611)  0.117
C (3.420, -0.341, -0.302)  -0.025
C (2.191, -1.147, 2.022)  -0.244
H (2.905, -0.525, -4.425)  0.098
C (-2.764, -1.890, 0.663)  -0.233
C (1.355, -1.908, 3.048)  -0.183
H (3.035, 3.482, -2.919)  0.087
C (-1.624, 0.172, -2.967)  -0.174
F (-1.620, 4.737, -0.738)  -0.480
H (-4.722, -5.675, 0.464)  0.080
C (-2.709, -5.052, 0.727)  -0.114
Te (-1.846, 4.030, 1.017)  1.997
H (-2.003, 2.280, -2.727)  0.115
C (4.111, -0.287, -2.714)  -0.108
H (-2.521, -0.142, -3.515)  0.110

LUMO (eV): 4.0
Relative energy (zero: lowest compared OMol25 entry of this formula, charge and spin) (kcal/mol): 57.76
HOMO-LUMO gap (eV): 5.05
Net charge: -2
E (Eh): -5331.04180



What did we get for max |F|? Answer: 2.1; 0.6; 2.8; 1.5 eV Å⁻¹, in the order shown.